Entry 1:
{"formula": "C5H16N3O", "method": "ωB97M-V with the def2-TZVPD basis set", "total_energy_ha": -439.30423, "charge": 1, "de_lowest_kj_mol": 326.6, "elements": ["C", "C", "C", "C", "N", "C", "N", "N", "H", "H", "H", "H", "H", "H", "H", "H", "H", "H", "H", "H", "H", "H", "H", "H", "O"], "positions_angstrom": [[-2.1286, 0.2655, -1.9813], [-1.0312, -0.4630, -1.1492], [-0.3160, 0.5171, -0.2354], [1.1511, 0.2371, 0.2437], [2.4885, 3.2312, 1.8968], [2.0089, 2.4496, 0.9934], [1.5731, 1.1731, 1.2876], [-1.6384, -1.5038, -0.2721], [-3.1291, 0.1005, -1.5626], [-2.0000, 0.2605, -3.1078], [-2.1215, 1.3967, -1.6729], [-0.2108, -0.8887, -1.8098], [-1.1450, 0.8581, 0.4791], [-0.0658, 1.3616, -1.0053], [1.9664, 0.3126, -0.5785], [1.2696, -0.7963, 0.6502], [2.5792, 2.8448, 2.8836], [1.9521, 2.7994, -0.1101], [1.1680, 0.9336, 2.2433], [-1.0065, -1.7754, 0.4894], [-1.7833, -2.3502, -0.8783], [-2.4326, -1.2655, 0.3436], [0.8693, -4.0314, 0.8877], [1.3879, -2.5846, 1.0450], [0.5947, -3.0824, 0.9201]]}

Entry 2:
{"formula": "C3H5BO2", "method": "ωB97M-V with the def2-TZVPD basis set", "total_energy_ha": -292.54948, "de_lowest_kj_mol": 392.1, "elements": ["B", "C", "C", "C", "O", "O", "H", "H", "H", "H", "H"], "positions_angstrom": [[0.8592, 1.1032, -0.4862], [-2.1505, -0.3464, 0.3224], [-1.4274, -1.4031, 0.1181], [-0.3704, -0.4789, 0.8959], [0.7312, -0.2124, 0.0152], [1.8093, 1.3383, -1.3577], [0.1976, 2.1408, -0.2271], [-1.0358, -2.1502, -0.5952], [-0.9328, 0.5379, 1.1402], [0.0741, -1.0371, 1.7510], [2.2454, 0.5080, -1.5767]]}

Entry 3:
{"formula": "C4H7NO2", "method": "ωB97M-V with the def2-TZVPD basis set", "smiles": "C/C(=N\\O)[C@H]1CO1", "total_energy_ha": -361.74988, "de_lowest_kj_mol": 343.9, "elements": ["C", "C", "N", "O", "C", "C", "O", "H", "H", "H", "H", "H", "H", "H"], "positions_angstrom": [[1.1570, 0.4196, -1.1491], [-0.0854, 0.0829, -0.3817], [-1.0776, -0.6094, -0.7870], [-0.9266, -1.0377, -2.0975], [-0.1776, 0.6070, 1.0162], [-0.5131, -0.2680, 2.1345], [0.8317, 0.1335, 1.8996], [1.1994, -0.1116, -2.0991], [1.2021, 1.4973, -1.3446], [2.0290, 0.1597, -0.5406], [-1.7274, -1.5572, -2.2426], [-0.3775, 1.6775, 1.1049], [-0.9723, 0.1496, 3.0297], [-0.7305, -1.3143, 1.9304]]}

Entry 4:
{"formula": "C35H41N4O2OsSi2Te", "method": "ωB97M-V with the def2-TZVPD basis set", "total_energy_ha": -2665.37764, "charge": 1, "elements": ["Os", "C", "Si", "C", "C", "N", "C", "C", "C", "C", "C", "C", "N", "Si", "C", "C", "C", "H", "H", "H", "H", "H", "H", "H", "H", "H", "H", "H", "H", "H", "H", "H", "H", "H", "H", "H", "H", "H", "H", "C", "Te", "C", "C", "C", "C", "C", "C", "C", "H", "H", "H", "H", "H", "H", "H", "H", "O", "C", "N", "C", "C", "O", "N", "C", "C", "C", "C", "C", "C", "C", "C", "C", "C", "C", "C", "H", "H", "H", "H", "H", "H", "H", "H", "H", "H", "H"], "positions_angstrom": [[0.0506, -0.0854, 0.0803], [-1.8074, 2.0845, -1.7464], [-3.0334, 1.4314, -0.4233], [-3.4956, 2.9759, 0.5986], [-4.4728, 0.5341, -1.3026], [-2.1874, 0.2532, 0.5341], [-2.4866, -0.3952, 1.6550], [-3.7183, -0.2615, 2.3288], [-3.9640, -0.9090, 3.5158], [-2.9973, -1.7510, 4.0679], [-1.7890, -1.9346, 3.4320], [-1.4827, -1.2784, 2.2301], [-0.3202, -1.4396, 1.5800], [1.2348, -2.1170, 2.0856], [2.5566, -0.7394, 2.2726], [1.6860, -3.1226, 0.5160], [1.3394, -3.1353, 3.6859], [-2.0708, 3.1055, -2.0067], [-1.8314, 1.5053, -2.6697], [-0.7783, 2.1046, -1.3834], [-3.9460, 3.7250, -0.0447], [-2.6097, 3.4181, 1.0474], [-4.1908, 2.7682, 1.4029], [-4.9618, 1.2009, -2.0041], [-5.2237, 0.1780, -0.6052], [-4.1162, -0.3296, -1.8618], [-4.4681, 0.3797, 1.8952], [-4.9076, -0.7673, 4.0235], [-3.1976, -2.2714, 4.9923], [-1.0459, -2.5790, 3.8625], [2.6740, -0.1401, 1.3693], [3.5148, -1.2047, 2.4783], [2.3330, -0.0680, 3.0967], [1.7232, -2.4681, -0.3603], [0.9616, -3.9091, 0.3274], [2.6600, -3.5869, 0.6197], [1.1165, -2.5346, 4.5630], [2.3628, -3.4829, 3.7872], [0.6990, -4.0099, 3.6987], [-0.7145, -3.3185, -2.4686], [-0.7986, -1.1730, -2.1220], [0.8679, -1.2200, -3.5077], [0.6178, -2.4231, -4.3683], [1.1705, -2.5246, -5.6339], [0.8901, -3.6260, -6.4251], [0.0398, -4.6129, -5.9599], [-0.5021, -4.5195, -4.6878], [-0.2013, -3.4370, -3.8750], [-1.7034, -3.7569, -2.3582], [-0.0316, -3.7950, -1.7648], [1.8159, -1.2988, -2.9668], [0.8819, -0.3032, -4.0960], [1.8047, -1.7329, -6.0024], [1.3188, -3.6967, -7.4104], [-0.2116, -5.4494, -6.5943], [-1.1682, -5.2876, -4.3308], [1.3581, 1.8985, -0.4060], [1.1174, 2.1548, 0.7877], [1.3931, 3.2200, 1.5354], [0.9228, 3.0173, 2.9031], [0.2692, 1.6289, 2.7851], [-0.2736, 0.9838, 3.6528], [0.4469, 1.2225, 1.5113], [2.0669, 2.9578, 3.9118], [3.2380, 3.6740, 3.6943], [4.2608, 3.6415, 4.6272], [4.1296, 2.8896, 5.7801], [2.9681, 2.1696, 5.9980], [1.9414, 2.2017, 5.0709], [-0.0801, 4.0767, 3.3432], [-1.1188, 3.7624, 4.2110], [-1.9870, 4.7503, 4.6462], [-1.8321, 6.0574, 4.2186], [-0.8004, 6.3750, 3.3546], [0.0690, 5.3911, 2.9149], [1.9209, 4.0121, 1.2142], [3.3623, 4.2733, 2.8053], [5.1653, 4.2024, 4.4443], [4.9228, 2.8830, 6.5111], [2.8624, 1.5742, 6.8919], [1.0437, 1.6305, 5.2494], [-1.2521, 2.7478, 4.5533], [-2.7877, 4.4990, 5.3248], [-2.4955, 6.8317, 4.5717], [-0.6650, 7.3930, 3.0212], [0.8746, 5.6634, 2.2507]]}

Entry 5:
{"formula": "C8H8", "method": "ωB97M-V with the def2-TZVPD basis set", "total_energy_ha": -309.35034, "de_lowest_kj_mol": 691.7, "elements": ["C", "C", "C", "C", "C", "C", "C", "C", "H", "H", "H", "H", "H", "H", "H", "H"], "positions_angstrom": [[-1.7073, -1.1941, 1.7198], [-1.2448, -2.3688, 1.7081], [-1.3974, 0.0749, 1.2842], [-0.4994, 0.5667, 0.3405], [-0.7696, 1.4399, 1.5454], [0.2684, 0.0631, -0.6776], [-0.0413, -1.3321, -1.1690], [1.5525, 0.8094, -1.1153], [-1.3021, 2.2781, 1.4239], [-0.1357, 1.6618, 2.3948], [0.2821, -1.9850, -0.3643], [0.5722, -1.5521, -2.0128], [-1.1124, -1.4899, -1.3971], [1.1735, 1.5261, -1.7708], [2.4149, 0.2698, -1.7103], [1.9464, 1.2321, -0.1997]]}

Entry 6:
{"formula": "C30H40BrNSiV", "method": "ωB97M-V with the def2-TZVPD basis set", "total_energy_ha": -5029.36577, "de_lowest_kj_mol": 0.0, "multiplicity": 2, "elements": ["V", "C", "C", "C", "C", "N", "C", "C", "C", "C", "C", "C", "C", "H", "H", "H", "H", "H", "H", "H", "H", "C", "C", "C", "C", "C", "C", "C", "H", "H", "H", "H", "H", "C", "C", "C", "C", "Si", "Br", "C", "C", "C", "C", "C", "C", "C", "C", "H", "H", "H", "H", "H", "H", "H", "H", "H", "H", "H", "H", "H", "H", "H", "H", "H", "H", "H", "H", "H", "H", "H", "H", "H", "H", "H"], "positions_angstrom": [[2.1678, 0.2367, 0.0534], [6.2934, -0.4314, -1.2554], [6.7668, -1.0370, -0.0954], [5.9805, -1.0701, 1.0384], [4.7124, -0.4809, 1.0167], [4.2485, 0.0472, -0.1388], [5.0177, 0.0854, -1.2349], [3.8204, -0.3557, 2.2059], [4.2350, -0.8983, 3.4323], [3.4801, -0.6824, 4.5701], [2.3142, 0.0774, 4.4853], [1.8916, 0.5695, 3.2609], [2.6074, 0.3589, 2.0758], [6.8926, -0.3734, -2.1523], [7.7552, -1.4783, -0.0768], [6.3591, -1.5339, 1.9349], [4.5683, 0.5487, -2.1031], [5.1426, -1.4809, 3.5185], [3.7981, -1.0899, 5.5217], [1.7296, 0.2677, 5.3785], [0.9676, 1.1372, 3.2255], [1.6932, 1.7198, -0.6344], [1.2686, 2.9656, -1.2119], [1.2871, 3.1676, -2.6026], [0.8396, 4.3559, -3.1612], [0.3612, 5.3791, -2.3517], [0.3397, 5.2010, -0.9734], [0.7851, 4.0160, -0.4096], [1.6536, 2.3719, -3.2403], [0.8640, 4.4850, -4.2371], [0.0120, 6.3054, -2.7902], [-0.0260, 5.9949, -0.3326], [0.7754, 3.8813, 0.6652], [-3.6987, 0.6270, 1.0371], [-2.2927, 0.0218, 1.2036], [-1.2897, 1.1720, 1.3587], [-2.2590, -0.7722, 2.5146], [-1.9286, -1.1153, -0.2895], [0.3299, -1.6903, -0.1352], [-2.1272, -0.2915, -2.0019], [-3.6058, -0.3075, -2.4246], [-1.6536, 1.1670, -1.9600], [-1.2844, -0.9846, -3.0842], [-2.7304, -2.8497, -0.1640], [-2.0991, -3.7394, 0.9170], [-4.2304, -2.6925, 0.1471], [-2.5828, -3.6124, -1.4883], [-3.9214, 1.2416, 1.9165], [-4.4794, -0.1325, 0.9618], [-3.7665, 1.2762, 0.1635], [-1.5344, 1.7184, 2.2787], [-1.3208, 1.8815, 0.5396], [-0.2631, 0.8288, 1.4477], [-2.4138, -0.0761, 3.3473], [-1.2940, -1.2621, 2.6717], [-3.0477, -1.5222, 2.5675], [-4.2551, 0.1627, -1.6819], [-3.9804, -1.3138, -2.6158], [-3.7083, 0.2623, -3.3547], [-2.2979, 1.7979, -1.3463], [-1.6741, 1.5729, -2.9780], [-0.6295, 1.2539, -1.5956], [-1.4783, -2.0514, -3.1711], [-0.2197, -0.8450, -2.8981], [-1.5141, -0.5224, -4.0512], [-2.1378, -3.3047, 1.9098], [-1.0579, -3.9736, 0.6917], [-2.6516, -4.6855, 0.9475], [-4.3985, -2.2985, 1.1509], [-4.7096, -3.6761, 0.0982], [-4.7444, -2.0418, -0.5631], [-1.5338, -3.7469, -1.7620], [-3.0955, -3.1266, -2.3166], [-3.0226, -4.6092, -1.3698]]}

Entry 7:
{"formula": "BrNO2", "method": "ωB97M-V with the def2-TZVPD basis set", "total_energy_ha": -2778.97464, "de_lowest_kj_mol": 54.8, "multiplicity": 3, "elements": ["N", "O", "O", "Br"], "positions_angstrom": [[-0.1327, -0.2721, -0.4590], [-1.1960, -0.2846, -0.0105], [0.8509, 0.2936, 0.6000], [2.5210, 0.5467, 0.1250]]}

Entry 8:
{"formula": "C13H34IO7P2S2", "method": "ωB97M-V with the def2-TZVPD basis set", "total_energy_ha": -2818.79671, "charge": 1, "de_lowest_kj_mol": 37.0, "elements": ["C", "P", "O", "S", "I", "P", "S", "H", "H", "H", "H", "H", "H", "C", "O", "C", "C", "O", "C", "C", "O", "C", "H", "H", "H", "H", "H", "H", "H", "H", "H", "H", "H", "H", "H", "H", "C", "O", "C", "C", "O", "C", "C", "O", "C", "H", "H", "H", "H", "H", "H", "H", "H", "H", "H", "H", "H", "H", "H"], "positions_angstrom": [[2.5757, 2.9457, -0.4789], [1.5889, 4.1983, -1.3139], [1.2602, 3.4107, -2.6528], [-0.1471, 4.1307, 0.0811], [-0.6923, 6.4573, 0.3537], [-1.9555, 3.2355, -0.7373], [-1.6671, 2.0081, -2.1782], [1.9982, 2.0544, -0.2957], [2.8604, 3.3712, 0.4689], [3.4399, 2.7317, -1.0837], [0.5821, 3.8472, -3.1977], [-2.7915, 4.3312, -0.9658], [-2.4876, 2.6119, 0.3923], [3.3495, -0.2615, 7.9814], [2.8639, 0.6315, 7.0013], [3.6529, 1.8022, 6.9123], [3.3578, 2.5345, 5.6269], [4.0144, 1.9851, 4.4910], [3.4671, 0.7954, 3.9519], [2.2217, 1.0208, 3.1291], [1.0763, 1.1489, 3.9509], [-0.0029, 1.6977, 3.2519], [3.3567, 0.2043, 8.9730], [2.6844, -1.1208, 8.0005], [4.3611, -0.6025, 7.7344], [4.7183, 1.5464, 6.9461], [3.4181, 2.4579, 7.7627], [3.7559, 3.5460, 5.7218], [2.2805, 2.6091, 5.4650], [3.2895, 0.0481, 4.7267], [4.2367, 0.4089, 3.2812], [2.0730, 0.1653, 2.4531], [2.3532, 1.9338, 2.5288], [0.2367, 2.7191, 2.9150], [-0.8568, 1.7418, 3.9240], [-0.2666, 1.0769, 2.3816], [-2.4637, -6.4169, -4.2875], [-2.5148, -5.1064, -4.8052], [-3.6911, -4.8813, -5.5608], [-3.9132, -3.4035, -5.7678], [-4.4930, -2.7488, -4.6472], [-3.6343, -2.4674, -3.5586], [-2.7246, -1.2835, -3.7894], [-1.5960, -1.6599, -4.5551], [-0.9110, -0.5510, -5.0780], [-2.4853, -7.1624, -5.0905], [-1.5304, -6.5173, -3.7390], [-3.2986, -6.6011, -3.6014], [-4.5593, -5.3082, -5.0449], [-3.5844, -5.3694, -6.5398], [-4.6429, -3.2881, -6.5706], [-2.9895, -2.9129, -6.0796], [-3.0576, -3.3471, -3.2665], [-4.3015, -2.2123, -2.7324], [-2.3757, -0.9027, -2.8161], [-3.2847, -0.4916, -4.3048], [-1.5489, 0.0219, -5.7624], [-0.0512, -0.9237, -5.6294], [-0.5542, 0.1106, -4.2756]]}